[1]
This record from OMol25 describes a structure of composition C15H20AuN7O4S2. The level of theory is wB97M-V/def2-TZVPD.

```
49
Properties=species:S:1:pos:R:3:forces:R:3:lowdin_charge:R:1
Au 1.497225 -0.199449 -1.473738 -0.12 0.08 0.40 1.11
C 4.083290 -1.526990 3.632728 0.01 0.02 0.03 0.03
C 4.391470 -0.832508 2.364713 0.04 0.02 -0.03 -0.29
N 5.323690 0.052152 2.178630 -0.03 -0.08 0.03 0.18
N 5.186934 0.438326 0.886332 -0.06 -0.03 -0.03 0.08
C 4.206763 -0.193952 0.262249 -0.16 0.02 0.14 -0.65
S 3.792506 0.027434 -1.392938 0.06 -0.36 -0.17 0.80
N 3.693304 -1.030532 1.185815 0.20 0.10 -0.05 -0.10
N 2.573087 -1.818345 0.966327 0.02 -0.15 -0.06 0.12
H 4.854780 -1.282111 4.357891 -0.01 0.00 0.00 0.10
H 4.054827 -2.607889 3.495049 0.00 0.00 0.00 0.10
H 3.120345 -1.195172 4.025642 0.00 -0.01 -0.01 0.10
H 5.806508 1.140941 0.504673 -0.05 -0.01 0.01 0.19
H 1.885831 -1.611651 1.684412 0.03 0.04 -0.05 0.10
H 2.839490 -2.797414 0.992256 0.00 0.00 0.04 0.13
C -4.768217 2.488762 1.220825 0.01 0.00 -0.01 -0.03
C -3.287212 2.336989 1.026548 -0.03 0.00 0.01 -0.25
C -2.674964 1.092297 1.189738 0.06 -0.04 0.03 -0.03
C -1.302200 0.949695 1.075135 -0.05 -0.02 -0.01 -0.08
C -0.531630 2.066038 0.772643 0.00 0.06 0.03 -0.32
C -1.112336 3.319915 0.614690 -0.01 -0.01 -0.01 -0.04
C -2.486624 3.442532 0.738142 -0.02 0.01 -0.02 -0.01
S 1.207064 1.934249 0.622290 0.00 0.21 -0.27 0.56
O 1.799024 3.195741 0.881419 0.13 0.02 0.12 -0.21
O 1.641421 0.737998 1.295802 -0.06 0.04 0.11 -0.32
O 1.451171 1.695640 -0.946607 -0.17 -0.11 -0.01 -0.50
H -5.312705 1.630323 0.828399 0.00 0.00 0.00 0.09
H -5.145034 3.392164 0.745085 0.00 0.00 0.00 0.09
H -4.997793 2.558220 2.285817 0.00 0.00 0.00 0.10
H -3.281756 0.232518 1.447942 0.00 0.00 0.00 0.12
H -0.829560 -0.008705 1.247898 0.00 0.00 0.01 0.11
H -0.490920 4.186320 0.432577 0.01 0.01 -0.02 0.13
H -2.943611 4.419375 0.639094 0.01 -0.01 -0.01 0.13
C -1.001072 -4.139642 -2.762213 0.01 -0.01 0.00 0.05
N -1.262237 -2.705471 -2.531568 -0.03 -0.04 -0.04 -0.01
C -2.493248 -2.153518 -2.789679 -0.01 -0.08 0.00 0.02
C -2.740529 -0.835013 -2.668103 0.02 0.10 0.01 0.05
C -1.672371 0.019819 -2.250622 -0.06 -0.03 -0.01 -0.31
N -0.504769 -0.570836 -1.944006 -0.24 0.32 0.03 0.06
C -0.282651 -1.879407 -2.136880 -0.03 -0.18 0.00 -0.49
O 0.915433 -2.227111 -1.910637 0.54 0.08 -0.15 -0.05
N -1.775850 1.325570 -2.161515 -0.02 -0.04 -0.07 0.26
H -1.834832 -4.712667 -2.365865 0.00 0.00 0.00 0.11
H -0.088491 -4.412597 -2.243583 0.00 -0.01 0.00 0.10
H -0.886690 -4.324889 -3.827830 0.00 0.00 0.00 0.12
H -3.252997 -2.853958 -3.108649 0.00 0.00 0.00 0.16
H -3.717551 -0.435493 -2.892882 0.00 0.01 0.00 0.14
H -2.644940 1.790877 -2.368457 0.00 0.02 0.02 0.15
H -1.001363 1.881449 -1.824967 -0.01 0.05 0.03 0.11
```
Forces are in eV/Å.

multiplicity: 1
orbital gap: 6.435 eV
strongest force on any atom: 0.0111 hartree/bohr
net charge: +2

[2]
This record from OMol25 describes a cluster of 5 separate species, C15H20BBrCl16FN3O6P in total in a non-equilibrium geometry. The level of theory is wB97M-V/def2-TZVPD.

```
64
Properties=species:S:1:pos:R:3:forces:R:3:lowdin_charge:R:1
C 1.906089 -2.953179 2.327105 0.22 -0.01 -0.01 -0.06
C 2.107063 -1.904586 1.085666 0.18 -1.32 -0.12 -0.23
F 3.557360 -1.852269 0.819461 -2.76 0.47 0.56 -0.09
C 1.355019 -0.450164 1.240227 -1.05 -0.79 -1.81 -0.15
C -0.238373 -0.945298 1.097398 -1.40 1.24 -0.23 -0.09
C -1.192408 -0.462513 2.337504 0.41 -1.35 1.20 -0.18
C -2.807717 -0.589093 2.064086 -0.06 -1.01 1.40 -0.08
C -3.226618 -1.597502 0.841984 -3.07 2.01 -6.15 -0.27
O -3.783272 -1.044349 -0.262863 3.77 -3.43 7.01 -0.10
O -3.085267 -3.064961 0.838043 0.74 3.87 -0.73 -0.02
C 1.871047 0.662987 0.091193 2.91 -3.20 -1.91 -0.18
O 0.908647 1.272637 -0.807079 -2.66 2.55 2.98 -0.04
C -0.064980 2.159519 -0.167783 -4.65 2.78 3.52 -0.17
N -0.988890 2.866323 0.415082 8.25 -6.50 -4.84 0.14
C 3.178748 1.537172 0.653537 -1.06 -0.63 1.93 -0.48
Br 5.021591 0.958497 -0.019839 -1.55 0.33 0.08 0.87
B 3.298483 3.138870 0.322193 0.71 3.92 -0.41 -0.53
N 2.664753 3.771120 -0.942724 0.36 -2.13 1.91 0.12
O 4.069503 4.139267 1.143663 -3.58 -2.02 -1.55 0.02
C 3.112318 0.989324 2.194041 1.91 0.23 -0.02 -0.32
P 3.469043 2.119554 3.678372 6.90 3.23 1.16 0.82
O 4.986273 2.664637 3.635401 -5.33 -2.17 -0.26 -0.47
N 1.699180 0.428143 2.462722 0.75 1.28 -3.80 -0.16
O 1.684557 -0.092365 3.688282 -1.68 -0.40 2.70 0.02
H 0.827376 -2.868864 2.824150 2.50 -0.08 -1.03 0.10
H 2.024812 -4.053574 1.909623 -0.14 2.43 0.86 0.07
H 2.779642 -2.771455 3.098762 -1.99 -0.33 -1.44 0.11
H 1.613515 -2.423672 0.130546 1.20 1.59 1.90 0.13
H -0.746850 -0.513703 0.106626 1.49 -0.75 2.00 0.15
H -0.356197 -2.106203 1.003854 0.62 2.23 0.29 0.10
H -0.958689 -1.205396 3.242465 -0.39 1.62 -1.88 0.12
H -0.954739 0.614301 2.754658 -0.60 -1.87 -1.14 0.11
H -3.235496 0.497382 1.986144 0.52 -2.45 -0.66 0.14
H -3.281162 -1.055964 3.055125 1.03 0.99 -2.16 0.14
H -2.973497 -3.297925 -0.149438 -0.59 0.60 1.89 0.07
H 2.443817 -0.084163 -0.643646 -1.50 1.70 1.23 0.18
H 1.744995 4.208326 -0.718909 1.06 -0.35 -0.61 0.00
H 2.606968 3.062218 -1.705581 -0.53 1.01 0.75 0.08
H 3.620676 5.025725 0.970963 1.18 -1.49 -0.05 0.13
H 4.016137 0.215243 2.252289 -2.50 0.97 0.27 0.14
H 2.548522 3.256790 3.809614 0.03 -1.27 -0.53 0.05
H 3.374003 1.426203 4.970506 -0.63 0.13 -1.43 0.05
H 1.091458 1.295232 2.351823 0.31 -1.20 0.34 0.19
H 0.934557 0.345204 4.190833 0.94 -0.93 -0.58 0.18
C -0.383259 -5.385624 -1.484356 -0.17 -0.44 -0.29 -1.96
Cl -1.459155 -4.094480 -2.075883 0.17 -0.10 0.29 0.53
Cl -1.351087 -6.825241 -1.077531 0.33 0.53 -0.09 0.56
Cl 0.797175 -5.802506 -2.752088 -0.22 0.09 0.61 0.52
Cl 0.479967 -4.820385 -0.031719 -0.19 -0.14 -0.22 0.57
C -1.883315 6.185761 -1.637366 -0.26 0.35 -0.13 -1.99
Cl -2.868816 5.557918 -2.982397 0.32 0.13 0.40 0.52
Cl -1.297701 7.819123 -2.042188 -0.15 -0.49 0.13 0.53
Cl -2.874584 6.259853 -0.158767 0.30 -0.07 -0.37 0.52
Cl -0.491942 5.106251 -1.366165 -0.31 0.54 -0.37 0.54
C -5.483315 0.446872 -3.437366 -0.08 -0.05 -0.01 -2.00
Cl -6.468816 -0.180971 -4.782397 0.27 0.17 0.35 0.52
Cl -4.897701 2.080234 -3.842188 -0.11 -0.36 0.10 0.50
Cl -6.474584 0.520964 -1.958767 0.27 -0.02 -0.38 0.52
Cl -4.091942 -0.632638 -3.166165 -0.36 0.31 -0.27 0.50
C -1.574604 -3.510541 -6.276188 -0.06 -0.08 -0.25 -2.00
Cl -0.684086 -3.303202 -7.805402 -0.24 -0.04 0.43 0.53
Cl -1.672823 -1.945979 -5.429315 0.03 -0.34 -0.15 0.49
Cl -3.218972 -4.102866 -6.621966 0.44 0.18 0.13 0.53
Cl -0.722437 -4.690021 -5.247864 -0.23 0.34 -0.54 0.46
```
Forces are in eV/Å.

multiplicity: 1
orbital gap: 8.557 eV
strongest force on any atom: 0.2249 hartree/bohr
net charge: +1

[3]
This record from OMol25 describes a structure of composition C15H20BN4O7P2SeTc in a non-equilibrium geometry. The level of theory is wB97M-V/def2-TZVPD.

```
51
Properties=species:S:1:pos:R:3:forces:R:3:lowdin_charge:R:1
Tc 0.541214 -0.096625 -0.380719 -0.02 1.25 -2.49 1.13
B 0.982952 2.322199 2.042837 -0.04 -0.08 -0.01 -0.39
N 2.156837 1.325461 1.797550 -0.02 0.09 -0.28 -0.06
C 3.305413 1.250102 2.471008 -0.01 -0.01 0.06 -0.07
C 4.172592 0.406610 1.797828 0.08 -0.05 -0.03 -0.05
C 3.455405 -0.008880 0.684849 -0.06 0.15 0.12 -0.16
N 2.241413 0.556822 0.681367 -0.05 0.03 0.41 -0.12
N -0.331077 1.497123 2.188985 0.11 -0.08 -0.20 -0.06
C -1.311255 1.651444 3.085258 0.05 0.04 -0.04 -0.08
C -2.381235 0.854993 2.717437 -0.05 -0.05 -0.05 -0.05
C -1.958046 0.219784 1.551470 0.19 0.12 0.02 -0.14
N -0.714747 0.610953 1.244180 -0.29 0.05 0.45 -0.07
H 1.188485 2.912186 3.079027 -0.03 -0.08 -0.15 0.08
H 0.888796 3.050363 1.071866 0.05 -0.15 0.26 0.05
H 3.432033 1.807994 3.385477 -0.02 0.00 -0.09 0.12
H 5.179413 0.137300 2.069051 -0.07 0.02 -0.01 0.10
H 3.746565 -0.680294 -0.103723 -0.03 -0.05 0.00 0.06
H -1.180842 2.327602 3.916264 0.00 -0.06 -0.08 0.12
H -3.331118 0.750184 3.215793 0.08 0.01 -0.03 0.09
H -2.479798 -0.470622 0.912526 0.06 -0.02 0.01 0.09
C -2.158185 -3.454188 1.115584 -0.01 -0.07 -0.03 -0.05
C -1.089295 -3.694092 0.051475 0.10 0.21 0.08 -0.59
O -1.091180 -5.068350 -0.321323 -0.19 -0.07 -0.09 -0.04
P 0.559122 -3.328854 0.769522 -0.15 0.42 0.18 0.46
O 0.640618 -4.137903 2.129773 0.02 0.06 -0.10 -0.07
O 1.641490 -4.023276 -0.129495 0.11 -0.07 -0.20 -0.13
O 0.753452 -1.868601 1.006603 -0.02 -0.54 0.14 -0.37
P -1.255422 -2.606753 -1.421092 -0.19 0.09 0.46 0.31
O -2.760026 -2.914452 -1.878515 0.10 0.11 0.05 -0.10
O -0.241709 -3.090612 -2.392702 0.26 0.17 -0.27 -0.38
O -1.212279 -1.151510 -0.945861 0.05 -0.06 0.00 -0.45
H -2.212166 -4.331345 1.760083 0.02 0.01 0.01 0.09
H -3.131822 -3.302182 0.652610 -0.01 -0.04 -0.01 0.08
H -1.918604 -2.588623 1.732590 0.00 0.02 -0.03 0.07
H -0.781876 -5.135868 -1.236794 0.12 0.01 0.08 0.09
H 0.595725 -5.095423 2.004582 0.02 0.00 -0.01 0.10
H 1.780869 -3.520653 -0.964133 0.05 0.03 0.08 -0.01
H -3.128646 -2.222926 -2.440586 -0.02 0.01 0.00 0.09
Se 1.817089 -1.245361 -2.030701 -0.62 0.40 0.68 0.48
C 0.262444 1.324623 -1.341224 0.57 -1.73 1.31 -0.17
C -0.024566 2.473539 -2.136315 -0.11 -0.14 -0.11 -0.27
C -0.417024 2.269007 -3.465225 0.03 -0.02 0.02 -0.03
C -0.768699 3.356074 -4.244493 0.03 0.05 0.00 -0.07
C -0.727138 4.637753 -3.705372 -0.01 -0.03 -0.01 -0.07
C -0.321775 4.840597 -2.390978 0.00 0.02 -0.07 -0.07
C 0.033223 3.763321 -1.600271 0.03 -0.01 0.06 -0.02
H -0.430719 1.259973 -3.861979 -0.04 0.07 0.02 0.12
H -1.073625 3.207123 -5.272312 0.00 0.01 0.02 0.11
H -1.012845 5.485034 -4.315679 0.02 -0.01 0.00 0.11
H -0.283117 5.842119 -1.981502 -0.01 -0.03 -0.02 0.11
H 0.353707 3.897086 -0.574592 -0.07 0.01 -0.10 0.08
```
Forces are in eV/Å.

multiplicity: 1
orbital gap (spin up / spin down): 6.183 / 6.196 eV
energy above the lowest of the compared OMol25 structures with the same formula, charge and spin: 0.423 eV
strongest force on any atom: 0.0542 hartree/bohr
net charge: 0

[4]
This record from OMol25 describes the ion C15H20Br2N4O3P with charge +1 in a non-equilibrium geometry. The level of theory is wB97M-V/def2-TZVPD.

```
45
Properties=species:S:1:pos:R:3:forces:R:3:lowdin_charge:R:1
C -1.085181 2.337547 1.324539 0.05 0.28 0.08 -0.14
C -0.295416 1.209534 1.959258 -0.05 0.03 -0.19 -0.72
Br -0.445195 1.398576 3.894456 0.10 -0.01 0.12 0.73
C -0.691971 -0.241943 1.553804 0.03 0.23 0.05 -0.20
C -1.852886 -0.334122 0.605335 -0.15 0.01 -0.24 -0.15
C -3.170960 -0.321174 1.044400 0.04 -0.34 0.13 -0.30
P -3.660200 -0.159610 2.845457 -0.20 0.46 0.06 0.60
O -5.253581 -0.459860 2.705823 0.22 -0.13 0.01 -0.37
Br -2.940704 -2.124139 3.586742 0.04 -0.17 -0.07 0.41
C -4.193468 -0.366616 0.088120 0.22 0.01 -0.02 -0.06
N -3.970354 -0.477491 -1.204542 -0.11 0.15 0.23 0.16
N -2.722986 -0.549949 -1.562760 0.35 0.11 -0.33 -0.08
O -2.514449 -0.698033 -2.905246 0.59 0.43 0.58 -0.05
N -3.714336 -1.467439 -3.630668 -0.47 -0.84 -0.49 0.13
O -3.289504 -1.899516 -4.573193 -0.16 0.34 0.12 0.21
C -1.625194 -0.465521 -0.784527 -0.28 0.02 0.07 -0.06
C -0.272856 -0.582064 -1.423412 0.07 -0.17 0.24 -0.09
C 0.668519 0.608918 -1.213148 0.52 0.06 -0.41 -0.17
C 1.883859 0.523985 -2.149311 -0.22 -0.29 0.01 -0.17
C 2.829799 -0.611757 -1.791223 0.16 0.14 0.02 -0.14
N 3.640698 -0.310109 -0.620501 -0.12 -0.19 -0.15 -0.12
C 3.840184 0.898460 0.001364 -0.27 0.12 -0.22 -0.11
C 4.688517 0.704976 1.049266 0.24 -0.04 0.40 -0.09
C 5.029962 -0.669014 1.068546 0.19 0.14 0.33 -0.09
C 4.376492 -1.259689 0.030776 0.05 -0.28 0.14 -0.11
H -2.134457 2.326453 1.621382 -0.03 -0.08 -0.05 0.07
H -0.674355 3.285051 1.670099 -0.02 0.02 -0.01 0.08
H -1.011488 2.336514 0.235457 -0.04 -0.12 0.02 0.07
H 0.761896 1.348448 1.750004 0.02 -0.01 0.10 0.08
H 0.167692 -0.737247 1.109134 0.06 -0.05 0.11 0.12
H -0.929892 -0.766390 2.474629 -0.01 -0.23 -0.17 0.01
H -5.451114 -1.398380 2.570347 -0.21 0.04 0.02 0.05
H -5.232063 -0.305870 0.377107 -0.05 0.00 -0.10 0.12
H 0.162993 -1.490569 -0.994593 0.10 0.03 -0.06 0.14
H -0.368603 -0.749126 -2.489406 -0.14 -0.08 -0.02 0.12
H 0.158763 1.546423 -1.438681 -0.12 -0.03 0.20 0.12
H 1.081332 0.628876 -0.206002 -0.30 0.19 0.09 0.09
H 2.417331 1.470930 -2.106010 0.04 0.01 -0.15 0.11
H 1.560677 0.391720 -3.183842 -0.05 0.03 0.00 0.12
H 3.473246 -0.843674 -2.641131 0.08 0.09 0.00 0.13
H 2.279530 -1.527887 -1.563487 -0.06 -0.01 -0.12 0.12
H 3.369701 1.803765 -0.339379 0.04 0.00 -0.02 0.11
H 5.033248 1.449585 1.745826 -0.02 0.10 -0.05 0.10
H 5.677568 -1.157878 1.776940 0.02 -0.03 -0.05 0.10
H 4.399208 -2.294693 -0.267749 -0.15 0.04 -0.20 0.12
```
Forces are in eV/Å.

multiplicity: 1
orbital gap: 5.652 eV
strongest force on any atom: 0.0209 hartree/bohr
net charge: +1

[5]
This record from OMol25 describes a structure of composition C15H20BrO2PtS4 in a non-equilibrium geometry. The level of theory is wB97M-V/def2-TZVPD.

```
43
Properties=species:S:1:pos:R:3:forces:R:3:lowdin_charge:R:1
Pt 0.050229 0.507269 -0.362808 0.22 1.45 -0.39 0.64
C 2.040530 -1.026711 -2.373749 0.01 0.20 0.07 -0.48
C 1.551579 -2.366779 -1.850319 -0.17 -0.07 0.11 -0.50
S -0.042543 -2.419730 -0.982550 0.15 -0.07 -0.28 0.89
C -1.219389 -2.022011 -2.310140 0.12 -0.10 0.17 -0.51
C -2.465862 -1.396358 -1.704493 -0.06 0.11 0.11 -0.48
S -2.286263 0.272376 -0.998016 0.22 0.09 0.27 0.88
C -2.163737 1.207873 -2.562958 -0.15 -0.07 0.05 -0.48
C -1.575100 2.578470 -2.324203 0.20 0.06 0.01 -0.46
S 0.051906 2.510211 -1.513000 -0.05 -1.02 0.12 0.88
C 1.237310 2.170629 -2.852375 -0.01 0.08 0.08 -0.46
C 2.516488 1.697651 -2.167764 -0.26 -0.16 0.21 -0.46
S 2.232521 0.245927 -1.082873 0.05 -0.06 0.28 0.86
H 1.387206 -0.617830 -3.143646 -0.03 -0.12 -0.04 0.07
H 3.042554 -1.156722 -2.788795 -0.04 -0.01 -0.10 0.10
H 2.253602 -2.762009 -1.114892 0.03 -0.04 -0.05 0.09
H 1.527946 -3.058987 -2.692714 0.04 -0.06 0.04 0.09
H -1.491116 -2.953289 -2.807873 -0.11 0.09 -0.11 0.09
H -0.760859 -1.356516 -3.041861 0.03 -0.02 0.00 0.06
H -2.857149 -2.002342 -0.886536 0.00 -0.03 -0.03 0.09
H -3.260916 -1.279946 -2.442229 -0.01 -0.17 -0.03 0.09
H -3.173949 1.308202 -2.963071 0.01 -0.02 -0.03 0.10
H -1.566724 0.617640 -3.257390 0.04 0.10 -0.04 0.07
H -2.182548 3.164783 -1.633272 -0.05 -0.02 -0.04 0.09
H -1.466181 3.149415 -3.246505 -0.06 -0.01 -0.02 0.10
H 1.398789 3.097248 -3.403379 0.09 -0.01 -0.01 0.10
H 0.819035 1.422146 -3.523537 0.05 -0.01 -0.01 0.08
H 2.916463 2.458339 -1.496124 -0.02 0.06 -0.07 0.09
H 3.297470 1.425784 -2.875988 -0.04 0.02 -0.07 0.10
Br -0.813097 1.790759 7.333059 0.02 -0.06 -0.07 0.75
C -0.312737 0.514521 6.021085 -0.06 0.15 0.19 -0.67
C 0.103206 -0.743162 6.426311 0.04 -0.11 -0.11 -0.11
C 0.468962 -1.673976 5.462295 -0.01 0.04 0.00 -0.06
C 0.417583 -1.345261 4.116959 0.02 -0.04 -0.01 -0.02
C -0.002580 -0.078117 3.730458 0.01 0.01 -0.02 -0.14
C -0.371755 0.862297 4.686136 0.01 -0.01 -0.08 -0.06
C -0.070316 0.306804 2.292146 -0.10 -0.02 0.00 -0.60
O -0.448324 1.431902 1.933056 0.06 -0.32 0.12 -0.03
O 0.275425 -0.605333 1.426850 -0.18 0.13 -0.26 -0.25
H 0.142354 -0.994742 7.476755 -0.01 0.03 0.01 0.10
H 0.795832 -2.659888 5.764073 0.00 0.00 0.03 0.11
H 0.700760 -2.064598 3.361429 0.00 0.00 0.00 0.11
H -0.696606 1.844063 4.372446 0.00 0.00 0.01 0.11
```
Forces are in eV/Å.

multiplicity: 1
orbital gap: 6.774 eV
energy above the lowest of the compared OMol25 structures with the same formula, charge and spin: 0.308 eV
strongest force on any atom: 0.0296 hartree/bohr
net charge: +1